Computed, not measured: a cluster of 2 separate species, C3H5F3O2S in total, with ωB97M-V/def2-TZVPD.

Each line ends with the Mulliken charge.
CARTESIAN COORDINATES (ANGSTROEM)
C  0.02561  0.07154  -1.75357  -1.401
C  -0.00647  -0.20304  -0.29332  0.579
C  0.70316  0.74303  0.61838  0.737
O  -2.17733  0.62601  0.03766  -0.663
O  -0.04828  -1.82615  1.78579  -0.449
F  0.83331  1.96053  0.09448  -0.272
F  0.16644  0.88539  1.82852  -0.203
F  1.97839  0.29740  0.83974  -0.274
S  -0.23782  -1.82456  0.17306  0.195
H  -0.33560  1.07956  -1.94757  0.327
H  1.04594  -0.01476  -2.13254  0.381
H  -0.61063  -0.63683  -2.27200  0.447
H  -2.18205  0.90298  0.95438  0.238
H  0.84532  -2.06112  2.06699  0.358

Properties
E_HOMO (alpha / beta) in eV: -8.95 / -8.95
Energy relative to the best compared isomer or geometry (same formula, charge and spin) in eV: 2.2523
Max |F| in eV Å⁻¹: 2.90
Electronic energy in a.u.: -965.46117